Formula: C3H10NOS
Source: OMol25
Level of theory: wB97M-V/def2-TZVPD

```
16
Properties=species:S:1:pos:R:3:forces:R:3
C 0.448 1.348 0.602 0.030 -1.574 0.316
C 1.274 0.242 -0.171 1.059 1.589 -0.333
C 0.383 -0.596 -1.118 -1.199 1.163 -1.473
S -0.721 -1.951 -0.405 1.169 1.240 -0.446
N 1.987 -0.685 0.673 -0.073 -0.403 0.456
H -0.064 2.013 -0.122 0.563 -0.026 0.491
H -0.392 0.780 1.143 1.264 1.085 -0.133
H 1.219 1.881 1.272 -1.692 -0.616 -0.807
H 2.049 0.936 -0.760 -1.475 -1.908 0.568
H 0.918 -1.089 -2.035 -0.954 1.034 1.724
H -0.353 0.240 -1.455 0.935 -1.825 -0.283
H 1.340 -1.461 0.844 0.470 0.211 0.272
H 2.260 -0.310 1.579 -0.066 0.047 -0.335
H -3.609 -0.661 0.740 -0.315 0.648 -1.468
H -2.967 -0.423 -0.628 0.811 -0.247 -0.582
O -3.773 -0.263 -0.160 -0.526 -0.418 2.034
```
Positions in Å, forces in eV/Å.

The energy relative to the best compared isomer or geometry (same formula, charge and spin) comes out at 89.7 kJ/mol. The spin multiplicity is 2.

natural (NBO) population analysis, charges in e, atoms 1 to 6: number 1, C, carries -0.634; number 2, C, carries -0.062; number 3, C, carries -0.582; number 4, S, carries 0.076; number 5, N, carries -0.847; number 6, H, carries 0.212

***

Formula: C12H15B2F17O6
Source: OMol25
Level of theory: wB97M-V/def2-TZVPD

```
52
Properties=species:S:1:pos:R:3:forces:R:3
B -0.663 0.220 -0.345 0.491 2.211 -3.523
F -0.369 0.781 0.868 -0.620 0.100 2.664
F -0.467 1.285 -1.198 1.120 2.206 7.125
F 0.242 -0.782 -0.632 -0.350 3.808 3.525
F -1.985 -0.196 -0.410 -0.879 -1.222 1.231
B -0.909 0.910 -3.430 0.496 0.926 0.652
F 0.218 1.428 -2.930 3.413 2.412 -4.352
F -1.770 1.892 -3.821 -1.641 1.922 -1.317
F -0.605 0.076 -4.421 0.543 -2.294 -3.567
F -1.433 0.249 -2.423 -4.727 -4.854 -2.017
C -1.953 -0.386 3.337 0.107 0.641 0.250
C -2.338 0.491 2.189 -2.057 -0.908 -1.658
O -2.072 1.862 2.402 0.862 2.046 0.572
C -1.949 2.732 1.364 -1.186 -4.564 -3.599
O -2.185 2.450 0.173 0.153 2.074 4.483
C -1.438 4.071 1.776 -0.156 0.058 -1.124
F -0.195 4.263 1.336 -0.002 0.253 -0.232
F -2.287 4.940 1.225 -0.001 1.148 -0.657
F -1.449 4.342 3.050 0.152 -0.025 2.037
H -0.872 -0.278 3.430 0.110 -0.318 0.357
H -2.219 -1.422 3.125 0.013 0.320 -0.110
H -2.454 -0.120 4.268 0.108 0.165 0.192
H -3.391 0.426 1.913 -0.553 -0.072 0.524
H -1.900 0.149 1.251 -0.672 0.186 1.430
C -0.822 -3.285 1.768 0.467 -0.870 -0.349
C -1.305 -2.861 0.389 0.069 0.600 0.320
O -0.781 -3.788 -0.622 0.666 -1.118 -0.206
C 0.189 -3.461 -1.507 0.461 6.341 0.094
O 0.511 -2.261 -1.710 -0.018 -9.703 -2.789
C 0.856 -4.615 -2.315 -1.316 2.081 2.390
F 2.164 -4.599 -2.074 0.488 -0.467 -0.215
F 0.340 -5.772 -1.932 0.118 -1.341 -0.288
F 0.629 -4.396 -3.578 0.113 -0.438 -1.399
H -0.884 -4.372 1.722 -0.046 -0.219 0.712
H -1.367 -2.862 2.612 -0.330 -0.347 -0.461
H 0.214 -3.029 1.993 0.204 0.111 -0.464
H -1.057 -1.812 0.227 -0.130 -0.997 -0.582
H -2.385 -2.999 0.326 0.044 0.081 -0.093
C 1.939 0.642 1.285 1.659 0.117 -1.351
C 3.195 0.460 0.419 -0.220 -1.451 0.002
O 3.479 1.573 -0.398 0.343 2.530 -1.183
C 2.934 1.701 -1.648 -2.030 -2.493 -0.194
O 2.262 0.880 -2.229 2.793 0.675 1.351
C 3.050 3.086 -2.312 -0.355 -0.395 -0.092
F 4.258 3.237 -2.976 -1.242 -0.055 0.155
F 1.994 3.205 -3.173 2.465 0.698 1.279
F 3.034 4.037 -1.362 -0.285 0.294 -0.655
H 1.157 0.873 0.562 1.356 0.256 0.588
H 2.012 1.443 2.021 0.189 0.049 0.021
H 1.625 -0.288 1.759 0.217 -0.044 -0.017
H 3.080 -0.358 -0.292 -0.524 -0.414 0.266
H 4.123 0.240 0.947 0.123 0.299 0.273
```
Positions in Å, forces in eV/Å.

The energy relative to the best compared isomer or geometry (same formula, charge and spin) comes out at 779.7 kJ/mol. As for the total charge: -2. The spin multiplicity is 1.

natural (NBO) population analysis, charges in e, atoms 1 to 6: number 1, B, carries 1.318; number 2, F, carries -0.580; number 3, F, carries -0.546; number 4, F, carries -0.543; number 5, F, carries -0.543; number 6, B, carries 1.291

***

Formula: C19H40N5O13S3
Source: OMol25
Level of theory: wB97M-V/def2-TZVPD

```
80
Properties=species:S:1:pos:R:3:forces:R:3
C 6.671 -3.676 0.947 -0.088 0.210 -0.152
O 5.314 -3.247 0.924 0.094 -0.290 -0.198
C 5.041 -2.325 -0.118 -0.409 0.354 0.788
C 3.523 -2.147 -0.236 1.031 0.183 -0.313
C 3.227 -1.453 -1.571 -0.366 -0.654 -0.013
C 1.795 -0.901 -1.762 0.709 0.494 0.092
C 1.135 -0.308 -0.516 -0.993 0.082 -0.763
C -0.403 -0.125 -0.693 0.555 -0.031 0.907
C -1.160 -0.291 0.656 -0.730 0.345 -0.649
C -2.119 -1.499 0.707 0.563 -0.287 0.109
C -1.668 -2.621 1.686 -0.896 0.253 -0.741
N -1.830 -3.942 1.062 0.337 0.731 0.854
C -2.729 -4.880 1.294 0.250 -0.381 -0.428
N -2.560 -5.931 0.500 -0.398 -0.135 0.024
C -1.505 -5.618 -0.251 0.594 0.258 0.000
N -0.978 -6.371 -1.214 -0.391 -0.305 0.033
N -1.598 -7.634 -1.478 0.029 0.232 -0.383
N -1.006 -4.403 0.080 -0.040 -0.747 -0.184
C 0.127 -3.701 -0.501 -0.299 0.105 -0.111
H 7.267 -3.047 0.279 0.117 -0.128 0.068
H 6.737 -4.716 0.618 0.053 0.044 0.006
H 7.083 -3.586 1.954 -0.139 -0.027 0.008
H 5.495 -2.618 -1.071 -0.014 -0.130 0.062
H 5.439 -1.352 0.207 0.251 -0.010 -0.462
H 3.091 -3.149 -0.166 -0.275 0.156 0.082
H 3.248 -1.524 0.616 -0.339 -0.256 0.012
H 3.368 -2.219 -2.345 0.144 0.173 -0.064
H 3.996 -0.702 -1.770 -0.218 0.204 0.163
H 1.185 -1.664 -2.258 -0.155 -0.006 0.255
H 1.878 -0.088 -2.488 -0.258 -0.331 0.104
H 1.532 0.701 -0.380 0.308 -0.239 0.461
H 1.277 -0.899 0.390 0.320 0.022 -0.054
H -0.595 0.893 -1.032 -0.027 -0.156 -0.335
H -0.791 -0.826 -1.437 -0.014 0.102 -0.032
H -0.473 -0.317 1.507 0.050 0.020 -0.073
H -1.766 0.607 0.787 0.193 -0.373 0.101
H -3.134 -1.206 0.982 0.083 0.081 -0.016
H -2.187 -1.942 -0.291 -0.081 0.066 0.007
H -2.376 -2.647 2.513 0.433 -0.022 0.300
H -0.643 -2.487 2.023 -0.059 -0.149 0.138
H -3.494 -4.786 2.049 0.043 0.069 -0.043
H -0.202 -6.078 -1.778 -0.082 0.111 0.005
H -2.546 -7.424 -1.792 -0.027 -0.061 0.147
H -1.139 -7.986 -2.314 0.129 -0.155 0.187
H 0.883 -4.420 -0.817 -0.081 -0.096 0.169
H -0.220 -3.147 -1.373 0.217 0.218 0.104
H 0.586 -3.054 0.241 -0.054 0.106 -0.126
C 4.291 1.444 -6.793 -0.238 -0.034 -0.369
C 3.687 2.750 -6.320 0.407 0.215 0.122
O 2.667 2.349 -5.391 -0.066 -0.258 -0.170
S 3.120 1.018 -4.636 0.220 0.290 -0.547
O 3.678 1.363 -3.378 -0.077 -0.217 0.117
O 2.078 0.063 -4.757 -0.073 0.017 0.131
O 4.312 0.615 -5.620 0.057 0.239 0.179
H 3.664 0.961 -7.544 -0.001 0.021 -0.001
H 5.297 1.566 -7.184 0.084 -0.115 0.197
H 3.254 3.331 -7.128 -0.235 -0.057 0.092
H 4.417 3.359 -5.784 0.017 -0.005 -0.033
C -1.820 4.063 4.580 -0.213 -0.217 0.381
C -0.435 3.458 4.501 0.245 0.422 -0.044
O -0.533 2.490 3.446 -0.293 -0.186 0.031
S -1.577 3.013 2.344 0.088 0.385 0.748
O -0.853 3.614 1.282 -0.212 -0.184 -0.267
O -2.523 1.975 2.117 -0.012 0.162 -0.085
O -2.253 4.157 3.217 1.075 -0.798 -0.280
H -2.514 3.412 5.116 0.012 0.016 0.015
H -1.821 5.048 5.038 -0.075 0.096 -0.225
H -0.130 2.978 5.427 -0.030 -0.218 -0.111
H 0.311 4.202 4.215 -0.013 0.013 0.035
C -6.545 7.795 2.877 0.157 0.247 -0.334
C -7.131 6.666 2.057 -0.404 -0.052 0.233
O -6.098 5.669 2.039 0.238 0.230 -0.004
S -5.283 5.713 3.413 -0.235 0.205 -0.130
O -5.784 4.716 4.289 0.170 -0.013 0.114
O -3.899 5.793 3.111 -0.703 0.582 0.059
O -5.812 7.137 3.920 -0.176 -0.250 -0.008
H -5.846 8.395 2.291 -0.022 -0.006 -0.017
H -7.307 8.441 3.304 0.054 -0.088 0.214
H -7.382 6.966 1.044 0.196 -0.136 -0.083
H -8.012 6.237 2.538 -0.012 0.040 -0.003
```
Positions in Å, forces in eV/Å.

The energy relative to the best compared isomer or geometry (same formula, charge and spin) comes out at 0.0 kJ/mol. As for the total charge: +1. The spin multiplicity is 1.

Mulliken population analysis, charges in e, atoms 1 to 6: number 1, C, carries -0.738; number 2, O, carries -0.361; number 3, C, carries -0.972; number 4, C, carries 0.229; number 5, C, carries -0.789; number 6, C, carries 0.004

***

E values, unit Eh, following the record order: -648.4002, -2665.3670, -3194.0452.